[1]
DFT (ωB97M-V/def2-TZVPD) results for 2 unconnected molecules or ions with the total composition C3H10N3O in a non-equilibrium geometry.

Each line ends with the Mulliken charge.
Geometry (Å):
C 0.83959 -0.91324 -0.53031  0.834
C -0.48121 -0.63274 0.42482  0.347
C 2.04592 -0.11170 -0.07666  -1.368
N -0.90321 1.27550 -0.79889  -0.654
N -1.54187 -1.21826 0.09314  -0.287
N -0.30603 0.00147 1.56894  -0.362
O 0.67442 -1.47909 -1.55320  -0.469
H 2.54297 0.15429 -1.06489  0.335
H 2.70177 -0.64046 0.51325  0.339
H 1.70522 0.78511 0.30954  0.553
H -1.87561 1.34865 -1.31911  0.269
H -0.89710 1.91254 -0.02800  0.277
H -2.42679 -1.13276 0.61150  0.255
H -1.50662 -1.59331 -0.78344  0.210
H 0.59462 0.48556 1.70899  0.219
H -0.03622 1.55637 -1.26362  0.248
H -1.12985 0.20208 2.18792  0.254

Summary:
- charge = +1
- ΔE to the lowest compared entry with this formula, charge and spin (kcal/mol) = 58.48
- frontier orbital gap (eV) = 10.36
- max |F| (eV/Å) = 4.66

---

[2]
DFT (ωB97M-V/def2-TZVPD) results for 2 unconnected molecules or ions with the total composition C4H5F2NO2 in a non-equilibrium geometry.

Each line ends with the Mulliken charge.
Geometry (Å):
C -2.13942 -0.11572 -0.83338  0.747
C 1.34510 0.49652 0.03358  0.330
C -2.41340 -0.87119 0.20778  -0.850
C 1.64285 -0.75919 0.40320  0.376
N 0.66972 1.40888 0.73283  -0.512
O -1.80644 0.48192 -1.80187  -0.384
O 1.41975 0.87547 -1.28316  -0.463
F 2.28323 -1.66378 -0.45712  -0.284
F 1.59506 -1.18030 1.73087  -0.261
H -1.46965 -1.24042 0.68501  0.226
H -3.41294 -0.92399 0.69774  0.263
H 1.99359 0.26100 -1.70536  0.297
H 0.20397 1.21142 1.52321  0.253
H 0.08857 2.01938 0.06667  0.262

Summary:
- ΔE to the lowest compared entry with this formula, charge and spin (kcal/mol) = 57.46
- SMILES = NC(O)=C(F)F.C=C=O
- frontier orbital gap (eV) = 8.98
- max |F| (eV/Å) = 5.44

---

Highest occupied orbital energy / eV: -14.386 -8.410